Entry 1:
C17H22BeN4OPS | wB97M-V/def2-TZVPD

Computed properties:
HOMO, eV: -1.79
ΔE to the lowest compared entry with this formula, charge and spin, kcal/mol: 31.11
Net charge: -1

Each line ends with the Mulliken charge.
Cartesian coordinates (Å):
1 Be -0.093 -0.127 -0.602  -0.610
2 N -0.682 1.796 3.073  -0.530
3 C -0.682 1.189 1.786  0.188
4 S 0.753 1.446 0.788  -0.489
5 N -1.696 0.521 1.405  -0.713
6 N -1.530 -0.181 0.232  0.694
7 C -2.619 -0.088 -0.668  -0.324
8 C -3.993 -0.221 -0.202  0.436
9 C -4.271 -0.981 0.947  -0.363
10 C -5.564 -1.138 1.412  -0.558
11 C -6.635 -0.532 0.761  -0.386
12 C -6.376 0.252 -0.355  -0.599
13 C -5.080 0.415 -0.820  -0.395
14 C -2.207 -0.024 -1.971  0.336
15 C -2.985 -0.135 -3.189  -1.104
16 C -2.389 -0.060 -4.398  -0.279
17 C -0.970 0.101 -4.512  -1.003
18 C -0.262 0.104 -3.346  0.155
19 N -0.803 0.030 -2.121  0.165
20 H -0.418 2.772 2.995  0.220
21 H -1.623 1.726 3.447  0.262
22 H -3.443 -1.444 1.466  0.371
23 H -5.739 -1.741 2.296  0.339
24 H -7.646 -0.652 1.130  0.358
25 H -7.189 0.761 -0.861  0.342
26 H -4.896 1.079 -1.654  0.528
27 H -4.049 -0.304 -3.118  0.472
28 H -2.996 -0.147 -5.294  0.396
29 H -0.469 0.158 -5.467  0.343
30 H 0.824 0.154 -3.361  0.378
31 C 1.208 -1.337 -0.454  -0.333
32 H 0.743 -2.292 -0.192  0.269
33 H 1.791 -1.511 -1.366  0.372
34 C 4.412 -0.887 1.799  -1.446
35 P 2.841 0.012 1.396  1.055
36 C 2.352 0.259 3.125  -1.085
37 C 3.673 1.351 0.489  -1.214
38 O 2.266 -1.216 0.597  -0.586
39 H 5.062 -0.281 2.433  0.400
40 H 4.940 -1.132 0.878  0.398
41 H 4.181 -1.817 2.315  0.369
42 H 3.152 0.809 3.625  0.325
43 H 2.328 -0.748 3.552  0.317
44 H 1.398 0.746 3.275  0.361
45 H 4.475 1.744 1.115  0.345
46 H 3.037 2.160 0.153  0.477
47 H 4.131 0.855 -0.370  0.344

Cartesian forces, eV/Å:
Be -0.2697 -0.0634 0.0248
N -0.0264 0.0551 0.0032
C -0.1222 -0.1408 0.0048
S 0.0500 0.2608 -0.0743
N 0.0705 -0.0047 0.0586
N 0.0110 0.0734 0.0367
C -0.0171 -0.0366 0.0885
C 0.0238 0.0206 0.0306
C -0.0246 -0.0116 -0.0100
C 0.0047 -0.0177 0.0166
C -0.0091 0.0048 0.0126
C -0.0255 0.0085 -0.0144
C 0.0071 -0.0038 -0.0131
C -0.0101 0.0065 -0.1977
C -0.0172 -0.0042 0.1438
C -0.0135 0.0018 -0.1154
C -0.0110 0.0045 0.0294
C 0.0409 0.0249 -0.0047
N 0.1529 -0.0386 0.0628
H 0.0225 -0.0169 0.0100
H 0.0031 0.0013 0.0052
H 0.0223 0.0042 -0.0039
H -0.0152 0.0073 -0.0032
H -0.0024 -0.0057 -0.0023
H -0.0014 -0.0040 0.0079
H 0.0132 -0.0011 -0.0308
H -0.0262 0.0074 0.0165
H 0.0125 -0.0005 -0.0026
H -0.0074 -0.0015 -0.0147
H 0.0143 0.0068 -0.0062
C 0.1534 -0.0920 -0.0208
H 0.0018 -0.0194 -0.0601
H -0.0035 -0.0275 -0.0065
C 0.0003 0.0599 0.0249
P -0.0315 -0.3787 -0.0723
C 0.0482 -0.0939 0.0295
C 0.0981 -0.0082 -0.0686
O -0.0587 0.3297 0.0641
H 0.0259 -0.0066 0.0125
H 0.0139 -0.0025 -0.0188
H -0.0194 -0.0196 0.0153
H -0.0021 0.0355 -0.0127
H -0.0057 0.0223 0.0266
H -0.0360 0.0536 -0.0074
H 0.0019 -0.0088 0.0287
H -0.0543 -0.0225 0.0219
H 0.0177 0.0422 -0.0150

Entry 2:
C17H22CdI2N7O | wB97M-V/def2-TZVPD

Computed properties:
HOMO, eV: -10.12
Net charge: +1

Each line ends with the Mulliken charge.
Cartesian coordinates (Å):
1 Cd -0.428 -0.212 0.117  0.622
2 I 3.740 0.013 -5.250  0.088
3 C 2.006 0.089 -4.030  -0.180
4 C 1.553 1.321 -3.574  -0.644
5 C 0.434 1.339 -2.776  -0.124
6 I -0.276 3.085 -1.816  0.048
7 C -0.263 0.183 -2.388  0.616
8 O -1.294 0.263 -1.607  -1.012
9 C 0.274 -1.058 -2.817  0.353
10 C -0.342 -2.287 -2.208  -0.897
11 N 0.050 -2.335 -0.782  -0.326
12 C -0.742 -3.292 -0.009  -0.844
13 C -2.137 -2.749 0.181  0.676
14 C -3.258 -3.528 -0.069  -0.742
15 C -4.516 -2.956 0.038  -0.385
16 C -4.610 -1.624 0.413  -0.842
17 C -3.443 -0.935 0.703  0.071
18 N -2.236 -1.481 0.586  -0.098
19 C 1.378 -1.088 -3.647  -0.654
20 H 2.063 2.234 -3.850  0.518
21 H -0.045 -3.200 -2.741  0.514
22 H -1.431 -2.185 -2.247  0.378
23 H 1.033 -2.604 -0.733  0.251
24 H -0.274 -3.426 0.974  0.391
25 H -0.796 -4.280 -0.489  0.358
26 H -3.141 -4.561 -0.357  0.388
27 H -5.400 -3.536 -0.185  0.428
28 H -5.568 -1.134 0.493  0.415
29 H -3.473 0.098 1.034  0.380
30 H 1.755 -2.038 -3.997  0.432
31 C -0.161 2.599 4.166  -1.283
32 N 0.966 2.488 3.260  0.089
33 C 2.257 2.869 3.798  -1.183
34 C 0.824 1.851 2.078  0.543
35 N -0.180 1.092 1.785  -0.387
36 N 1.821 2.127 1.155  -0.035
37 C 2.202 1.409 0.044  0.507
38 N 3.139 2.016 -0.724  -0.387
39 N 1.771 0.215 -0.169  -0.578
40 H 0.069 3.353 4.917  0.419
41 H -0.368 1.652 4.676  0.360
42 H -1.045 2.922 3.614  0.453
43 H 2.413 3.950 3.767  0.317
44 H 3.058 2.365 3.262  0.414
45 H 2.311 2.551 4.839  0.460
46 H -0.809 0.955 2.569  0.209
47 H 2.234 3.047 1.243  0.284
48 H 3.353 2.994 -0.620  0.225
49 H 3.333 1.631 -1.635  0.182
50 H 2.202 -0.201 -0.993  0.215

Cartesian forces, eV/Å:
Cd 0.7737 -0.4913 1.9713
I -0.4426 0.0162 0.2883
C 0.6299 0.0218 -0.3177
C 0.0760 -0.1141 -0.2155
C -0.4483 0.4888 0.4273
I 0.2654 -0.0382 -0.4539
C 0.4013 0.1917 -1.1328
O -1.3509 0.2183 -1.7559
C -0.3221 0.1403 0.0545
C 0.0003 0.1858 -0.3815
N 0.3301 -0.7189 -0.0214
C -0.0415 -0.2620 0.1100
C -0.2469 -0.3251 0.0205
C 0.0803 0.1502 0.0363
C 0.1558 0.1783 0.0281
C 0.0504 -0.0954 0.1041
C -0.2888 0.0739 0.0104
N -0.3827 -0.5114 0.1965
C 0.0918 0.0008 -0.0279
H -0.0173 0.0467 -0.0083
H -0.0630 0.1041 0.1035
H 0.0909 -0.1066 0.0147
H -0.1951 0.1668 0.0647
H -0.0014 0.0235 -0.1271
H -0.0092 0.1570 0.0651
H 0.0285 -0.0767 -0.0900
H -0.0605 -0.0050 0.0142
H -0.0237 0.0646 0.0292
H -0.0363 -0.0398 -0.0877
H 0.0965 -0.1246 -0.0131
C -0.1829 -0.0742 -0.0678
N -0.0098 0.1545 -0.1123
C 0.3298 0.0753 0.1210
C -0.1413 -0.0724 0.0746
N -0.1642 0.4471 0.8703
N 0.1031 0.4953 0.2527
C 0.4386 -0.5891 -0.3648
N 0.1860 0.2443 0.0967
N 0.4590 0.0831 0.0448
H -0.0345 -0.0514 -0.0724
H -0.0218 0.0456 0.0385
H -0.0114 -0.0363 0.0963
H 0.0121 -0.0025 -0.0280
H 0.0190 0.0505 0.0136
H 0.0203 0.0066 -0.0371
H 0.2124 0.0489 0.0101
H -0.1018 -0.2123 0.0326
H -0.0902 -0.0372 0.0243
H -0.0876 -0.0699 0.0568
H -0.0754 0.1747 0.0443

The evaluated LUMO for the records listed, in turn: 2.6, -2.3 eV.
The evaluated orbital gap for the records listed, in turn: 0.1629, 0.2889 Ha.
The evaluated E_tot for the records listed, in turn: -1709.63826, -1882.53033 a.u..